DFT (the ωB97M-V functional and the def2-TZVPD basis) results for C16H48BF4O8RbS8 as an isolated structure at a distorted geometry.

Geometry as XYZ:
```
86
Properties=species:S:1:pos:R:3:mulliken_charge:R:1
Rb 2.3623 -2.4140 2.1542 1.03
B 0.2153 -0.8636 0.5341 -0.12
F -0.8604 -0.0061 0.2947 0.09
F -0.2762 -2.0194 1.2361 -0.42
F 0.7664 -1.3043 -0.6669 -0.06
F 1.1784 -0.1715 1.2615 -0.40
C 0.1286 1.9598 -2.3040 -0.11
S -0.1297 3.7352 -2.4862 0.40
O -0.1363 4.2532 -1.0705 -0.53
C 1.5840 4.0730 -3.0877 -0.55
H 0.1273 1.4442 -3.2642 0.46
H -0.7280 1.5256 -1.7827 -0.13
H 1.0031 1.8665 -1.6666 -0.16
H 1.6566 5.0952 -3.4574 0.38
H 1.9081 3.4549 -3.9261 0.35
H 2.1936 3.9243 -2.1983 -0.15
C 2.9798 4.8268 0.9541 -1.02
S 1.7499 3.8870 1.9227 0.87
O 1.5873 4.6172 3.2402 -0.72
C 2.8267 2.5070 2.3367 -0.60
H 2.6170 5.8041 0.6445 0.35
H 3.2895 4.2530 0.0799 0.15
H 3.8575 5.0312 1.5734 0.42
H 2.3230 1.7200 2.8860 0.17
H 3.6654 2.8920 2.9190 0.46
H 3.2223 2.0407 1.4293 -0.07
C 5.4847 -1.3172 -2.1335 -0.83
S 4.6567 0.1470 -2.8110 0.34
O 3.4757 -0.3307 -3.5851 -0.45
C 3.9509 0.7097 -1.2232 -0.38
H 6.2553 -1.0880 -1.3919 0.38
H 6.0199 -1.9124 -2.8728 0.38
H 4.7246 -1.9404 -1.6571 0.11
H 3.2673 1.5361 -1.4013 -0.16
H 4.7288 0.9824 -0.5093 0.52
H 3.3208 -0.0735 -0.7879 0.11
C 1.8055 -3.1356 -3.1453 0.17
S 1.1030 -3.6967 -4.7133 0.42
O -0.3772 -3.7662 -4.5463 -0.61
C 1.5174 -2.1724 -5.6250 -0.68
H 2.9009 -3.1826 -3.1270 0.37
H 1.5058 -3.7818 -2.3256 -0.41
H 1.6219 -2.0889 -2.8994 0.05
H 1.1709 -2.2687 -6.6516 0.41
H 2.5914 -2.0094 -5.6141 0.25
H 0.9335 -1.4091 -5.1112 0.11
C -1.1020 2.0080 2.8668 -0.35
S -1.6235 3.2766 4.0411 0.51
O -2.7485 4.0085 3.3764 -0.62
C -2.3522 2.0837 5.2176 -0.70
H -1.8811 1.2754 2.6558 0.15
H -0.2648 1.4847 3.3351 0.46
H -0.7853 2.4742 1.9371 -0.20
H -3.0839 1.4403 4.7200 -0.03
H -2.7917 2.5863 6.0758 0.40
H -1.6462 1.3515 5.6265 0.33
C -3.0827 -1.8012 3.3528 -0.50
S -4.7867 -1.7879 2.6603 0.54
O -5.7042 -2.7238 3.4105 -0.67
C -5.3789 -0.2051 3.3007 -0.72
H -2.7108 -2.7920 3.1018 0.34
H -3.0466 -1.5988 4.4219 0.36
H -2.5208 -1.0543 2.7902 -0.12
H -5.3251 -0.2004 4.3870 0.36
H -6.3875 -0.0165 2.9406 0.35
H -4.8095 0.6442 2.9070 0.07
C 0.1373 -4.9228 -0.3341 -0.60
S -0.2116 -6.6815 0.0859 0.45
O -1.6785 -6.8479 -0.1170 -0.60
C 0.5124 -7.3204 -1.4777 -0.91
H -0.3051 -4.2511 0.4030 0.08
H -0.3753 -4.7446 -1.2776 0.33
H 1.2098 -4.7207 -0.3527 0.21
H 0.4980 -8.3986 -1.3100 0.36
H 1.5429 -7.0041 -1.6362 0.30
H -0.1289 -7.0499 -2.3118 0.30
C -4.0489 0.6967 -0.1275 -0.21
S -4.6408 2.3075 -0.7309 0.40
O -5.9108 2.6001 -0.0153 -0.64
C -3.3591 3.2939 0.0432 -0.07
H -4.0391 0.5566 0.9527 -0.28
H -3.0689 0.4058 -0.5092 0.07
H -4.7223 -0.0806 -0.4993 0.46
H -3.3158 4.3081 -0.3395 0.40
H -2.3717 2.8457 -0.1229 -0.32
H -3.4612 3.2204 1.1281 0.10
```

2S+1: 1
Gap between HOMO and LUMO (eV): 6.25
Molar mass (g/mol): 797.360
Total charge: 0
ΔE to the lowest compared entry with this formula, charge and spin (kcal/mol): 0.0